The following is a DFT calculation (wB97M-V/def2-TZVPD) of a cluster of 3 separate species, C23H35N3O6 in total in a non-equilibrium geometry.

XYZ file:
```
67
Properties=species:S:1:pos:R:3:forces:R:3:mulliken_charge:R:1
C 0.4270 -3.1680 -1.3882 0.07 0.33 0.08 -1.4236
C -0.7610 -2.1721 -1.2230 -1.61 0.65 0.69 0.6811
C -1.8232 -2.4925 -0.2711 -0.42 1.99 -1.14 -0.8821
C -2.9619 -1.5775 -0.0972 1.85 -0.18 -1.23 -0.6564
C -3.0990 -0.3218 -0.8536 1.17 -1.12 -0.16 0.9150
C -4.3409 0.6152 -0.6422 -0.09 -0.61 0.74 1.1431
C -5.0894 0.9908 -1.9688 -0.30 0.68 0.19 -1.3159
C -5.4353 -0.0311 0.3220 0.09 0.19 -0.95 -1.4894
C -2.0068 0.0151 -1.7912 -0.05 -2.62 1.54 0.3150
O -2.0743 1.1913 -2.5418 0.90 -0.89 0.66 -0.3308
C -0.8488 1.9260 -2.4925 0.13 1.87 0.19 -1.0314
C -0.6888 2.6093 -1.0947 -0.17 -0.33 -0.27 0.6679
C 0.3943 2.6970 -0.2818 -0.51 -0.19 -0.90 0.4240
C 1.7649 2.0804 -0.6570 0.39 0.54 0.47 -0.3533
C 2.2151 0.8663 0.2691 0.22 -0.65 -1.42 -0.3213
N 1.1150 0.1339 0.9163 0.83 0.62 0.48 -0.3584
C -0.0627 3.4806 0.9861 -0.22 -1.32 -2.06 0.1348
O 0.5060 3.7843 1.9745 -0.23 0.14 -0.21 -0.4832
O -1.4332 3.7623 0.7592 -0.93 0.75 0.61 -0.3304
C -1.9163 3.3480 -0.4796 3.32 -1.22 -0.55 0.4274
O -2.9749 3.5365 -0.9788 0.04 0.46 0.93 -0.5159
C -0.8768 -0.9209 -1.9471 -0.91 -0.15 0.55 -0.6759
H 1.0516 -2.9624 -2.2958 -0.70 -0.03 0.70 0.2530
H 0.0644 -4.2317 -1.4487 0.24 1.09 0.09 0.4004
H 1.1268 -3.0858 -0.5082 -0.77 -0.05 -0.76 0.2914
H -1.7927 -3.4449 0.3128 0.00 1.00 -0.57 0.3207
H -3.7136 -1.9120 0.6576 0.61 0.60 -0.95 0.1540
H -3.9580 1.5073 -0.0712 -0.43 -0.60 -0.98 -0.0346
H -5.7662 0.1529 -2.2825 0.78 0.57 0.19 0.3587
H -5.7684 1.8716 -1.7700 0.69 -0.86 -0.13 0.3183
H -4.4264 1.2925 -2.8135 -0.43 -0.39 0.79 0.3093
H -6.1989 0.7544 0.5606 0.75 -0.63 -0.05 0.4035
H -4.9972 -0.4505 1.2587 -0.50 0.42 -0.72 0.3334
H -5.9882 -0.8213 -0.2647 0.65 0.52 0.83 0.3389
H 0.0522 1.3542 -2.8163 -0.81 0.29 0.49 0.2894
H -0.9617 2.7725 -3.2314 -0.05 -0.93 0.63 0.3380
H 1.7460 1.7528 -1.7323 -0.16 0.30 1.11 0.2452
H 2.5770 2.8616 -0.5905 -0.91 -0.58 -0.10 0.4895
H 2.9984 1.2410 0.9724 -1.01 -0.47 -0.11 0.3869
H 2.7382 0.1195 -0.4193 -0.51 1.13 0.74 -0.0725
H 0.9122 0.5713 1.8172 -0.36 -0.24 -0.31 0.2432
H 0.2858 0.0641 0.3269 0.28 0.09 0.22 0.0367
H -0.0647 -0.6807 -2.6775 -0.83 -0.21 0.72 0.1483
C 6.7109 -1.6540 -2.4134 -0.07 0.31 0.43 -0.9234
N 5.4009 -1.0597 -2.2368 -0.26 -0.12 -0.35 -0.1152
C 4.3035 -1.2009 -3.0283 -0.10 0.17 0.22 0.8267
C 4.4336 -2.0779 -4.2478 -0.08 -0.03 -0.07 -1.5266
O 3.2608 -0.6303 -2.7441 -0.07 -0.02 -0.11 -0.5292
H 6.9392 -2.2624 -1.5359 0.19 -0.08 -0.13 0.2955
H 7.4492 -0.8535 -2.4943 0.16 -0.18 -0.06 0.2968
H 6.7614 -2.2768 -3.3021 -0.10 0.07 0.05 0.3517
H 5.2477 -0.4614 -1.4385 0.04 -0.05 -0.03 0.2224
H 3.4859 -2.0982 -4.7819 0.02 0.09 0.14 0.2625
H 5.1998 -1.6804 -4.9159 0.05 -0.16 0.01 0.4534
H 4.6870 -3.0975 -3.9518 0.12 0.03 -0.11 0.3980
C 0.0850 -0.5380 7.0139 0.52 0.11 0.01 -0.8810
N 0.6707 0.1198 5.8634 -0.32 0.08 -0.29 -0.1897
C 0.0485 0.5231 4.7225 0.22 0.06 -0.08 0.7489
C -1.4332 0.2687 4.6104 -0.07 0.01 -0.08 -1.2166
O 0.6839 1.0691 3.8339 -0.03 -0.02 0.01 -0.6821
H 0.2537 0.0844 7.8953 -0.16 -0.16 0.11 0.2871
H 0.5817 -1.5000 7.1562 -0.18 -0.04 0.17 0.2890
H -0.9820 -0.7020 6.8923 0.08 0.05 -0.08 0.3400
H 1.6597 0.3192 5.8748 -0.06 -0.02 0.02 0.2457
H -1.7930 0.6407 3.6531 0.15 0.01 0.04 0.2131
H -1.6352 -0.8028 4.6644 -0.10 0.06 0.10 0.3596
H -1.9651 0.7911 5.4077 -0.06 -0.14 0.01 0.3818
```
Positions in Å, forces in eV/Å.

- HOMO-LUMO gap: 8.077 eV
- Relative energy (zero: lowest compared OMol25 entry of this formula, charge and spin): 64.1 kcal/mol